Record 1
C36H44CrFNS4 | ωB97M-V with the def2-TZVPD basis set

As for the multiplicity: 5. For the total energy, the calculation gives -114015.7011 eV. The HOMO-LUMO gap (alpha / beta) comes out at 0.241 / 0.250 Ha. The calculation puts the HOMO energy (alpha / beta) at -6.582 / -6.815 eV.

```
87
C36H44CrFNS4 | the Open Molecules 2025 dataset | ωB97M-V with the def2-TZVPD basis set
Cr -0.15 0.49 -0.03
C -1.96 0.42 2.88
C -2.33 1.84 2.45
S -1.07 2.49 1.32
C -1.88 3.93 0.59
C -0.93 4.66 -0.35
S 0.92 4.48 -0.15
C 1.27 4.81 1.59
C 2.51 4.06 2.08
S 2.56 2.24 1.92
C 2.04 1.67 3.58
C 0.57 1.42 3.90
S -0.13 0.05 2.88
H -2.34 -0.31 2.17
H -2.39 0.18 3.86
H -2.37 2.53 3.30
H -3.33 1.85 2.00
H -2.20 4.56 1.42
H -2.78 3.65 0.05
H -1.18 5.69 -0.38
H -1.06 4.27 -1.34
H 0.38 4.50 2.13
H 1.44 5.87 1.80
H 2.76 4.34 3.12
H 3.35 4.40 1.48
H 2.46 2.36 4.31
H 2.58 0.72 3.67
H -0.04 2.31 3.77
H 0.56 1.10 4.94
C 4.05 -3.32 1.01
C 2.96 -2.47 1.73
C 3.24 -0.96 1.58
C 1.57 -3.02 1.36
C 1.25 -4.12 2.13
C 0.01 -4.73 2.07
C -0.91 -4.26 1.16
C -0.62 -3.20 0.30
C -1.69 -2.90 -0.73
C -2.58 -1.79 -0.18
C -1.24 -2.71 -2.18
C 0.62 -2.55 0.41
N 0.85 -1.32 -0.29
C 1.86 -1.33 -1.22
C 2.30 -2.49 -1.93
C 3.33 -2.42 -2.88
C 3.95 -1.21 -3.16
C 3.53 -0.05 -2.50
C 2.54 -0.16 -1.57
F 2.08 0.99 -0.96
H 5.04 -3.05 1.42
H 4.11 -3.06 -0.05
H 3.85 -4.39 1.14
H 3.06 -2.71 2.80
H 3.56 -0.72 0.55
H 4.05 -0.67 2.28
H 2.35 -0.34 1.73
H 1.95 -4.48 2.86
H -0.23 -5.50 2.76
H -1.88 -4.74 1.02
H -2.31 -3.83 -0.76
H -2.02 -0.86 -0.04
H -2.99 -2.08 0.77
H -3.40 -1.54 -0.87
H -0.61 -1.82 -2.33
H -2.12 -2.62 -2.81
H -0.68 -3.60 -2.50
H 1.79 -3.41 -1.70
H 3.61 -3.32 -3.40
H 4.70 -1.15 -3.95
H 4.03 0.89 -2.69
C -5.33 1.27 -2.54
C -4.77 1.41 -1.26
C -3.43 1.23 -1.06
C -2.53 0.97 -2.13
C -1.11 0.81 -1.92
C -0.34 0.72 -3.06
C -0.89 0.65 -4.37
C -2.25 0.65 -4.55
C -3.09 0.82 -3.42
C -4.50 0.94 -3.57
H -6.37 1.42 -2.70
H -5.40 1.65 -0.42
H -3.03 1.35 -0.08
H 0.75 0.68 -2.98
H -0.24 0.50 -5.22
H -2.73 0.55 -5.53
H -4.94 0.82 -4.56
```

---

Record 2
C36H44CuN3P | ωB97M-V with the def2-TZVPD basis set

As for the multiplicity: 2. Its charge is -2. For the total energy, the calculation gives -96439.6653 eV. The HOMO-LUMO gap (alpha / beta) comes out at 0.070 / 0.138 Ha. The calculation puts the HOMO energy (alpha / beta) at 2.582 / 0.708 eV.

```
85
C36H44CuN3P | the Open Molecules 2025 dataset | ωB97M-V with the def2-TZVPD basis set
Cu 0.52 -0.64 -0.73
N -2.25 -1.27 0.85
N -0.79 -2.38 -1.70
C 2.06 0.72 -0.25
C 2.28 -0.63 0.26
C 1.68 -0.68 1.57
C 1.65 -1.86 2.46
H 1.72 -2.80 1.89
H 0.72 -1.90 3.05
H 2.48 -1.84 3.18
C 1.20 0.61 1.89
C 0.68 1.02 3.22
H 1.50 1.40 3.86
H 0.21 0.19 3.76
H -0.06 1.83 3.13
C 1.47 1.48 0.81
C 1.30 2.95 0.80
H 0.41 3.26 1.37
H 1.20 3.32 -0.23
H 2.17 3.47 1.25
C 3.21 -1.64 -0.32
H 4.21 -1.53 0.10
H 3.28 -1.50 -1.41
H 2.86 -2.65 -0.11
C 2.56 1.27 -1.54
H 1.72 1.76 -2.07
H 2.95 0.47 -2.18
H 3.36 2.03 -1.43
C -2.86 -1.09 2.02
H -3.47 -0.18 2.13
C -2.72 -2.00 3.08
H -3.10 -1.73 4.05
C -2.12 -3.24 2.81
H -2.14 -4.06 3.52
C -1.48 -3.41 1.59
H -1.02 -4.35 1.28
C -1.42 -2.31 0.69
C -0.37 -2.40 -0.34
H 0.31 -3.24 -0.13
C -0.81 -1.04 -2.07
C -0.42 -3.14 -2.84
H -0.28 -4.21 -2.79
C -0.42 -2.30 -3.90
H -0.26 -2.51 -4.94
N -0.74 -1.03 -3.43
C -0.88 0.21 -4.12
C 0.20 0.77 -4.80
C 0.11 2.11 -5.19
H 0.95 2.57 -5.72
C -1.04 2.87 -4.93
C -1.13 4.32 -5.31
H -0.97 4.98 -4.45
H -2.13 4.54 -5.71
H -0.39 4.57 -6.08
C -2.11 2.27 -4.25
H -3.02 2.84 -4.08
C -2.01 0.96 -3.78
C -3.05 0.38 -2.88
H -3.49 -0.53 -3.31
H -3.85 1.10 -2.72
H -2.63 0.10 -1.90
C 1.47 0.00 -5.01
H 1.34 -0.78 -5.77
H 1.84 -0.48 -4.09
H 2.26 0.67 -5.36
C -4.30 2.37 0.14
P -2.51 2.34 0.56
C -1.78 3.38 -0.77
C -2.51 3.43 2.03
C -3.02 2.84 3.21
C -2.97 3.52 4.42
C -2.41 4.80 4.48
C -1.90 5.39 3.32
C -1.95 4.71 2.10
H -4.83 1.74 0.86
H -4.70 3.39 0.18
H -4.45 1.95 -0.86
H -2.57 3.80 -1.41
H -1.14 4.19 -0.39
H -1.14 2.71 -1.38
H -3.49 1.85 3.17
H -3.37 3.06 5.32
H -2.37 5.34 5.43
H -1.46 6.39 3.36
H -1.57 5.22 1.21
```

---

Record 3
C36H44InN2Si | ωB97M-V with the def2-TZVPD basis set

As for the multiplicity: 1. Its charge is +1. For the total energy, the calculation gives -54066.8002 eV. The HOMO-LUMO gap comes out at 0.140 Ha. The calculation puts the HOMO energy at -7.853 eV.

```
84
C36H44InN2Si | the Open Molecules 2025 dataset | ωB97M-V with the def2-TZVPD basis set
C 0.84 1.05 -0.01
C -0.12 1.56 -0.94
C -1.28 1.94 -0.21
H -0.01 1.65 -2.02
C -1.03 1.70 1.16
C 0.28 1.15 1.29
H 0.79 0.88 2.21
H 1.83 0.67 -0.27
H -2.20 2.35 -0.63
H -1.70 1.90 2.00
In -1.11 -2.94 0.19
C -1.14 -2.97 -3.24
H -1.63 -2.80 -2.27
H -0.76 -3.99 -3.34
H -1.91 -2.82 -4.01
Si 0.19 -0.76 -3.99
C 1.86 -0.89 -4.71
C 2.62 0.24 -4.34
H 2.11 1.14 -3.98
C 4.01 0.16 -4.35
H 4.59 1.04 -4.06
C 4.65 -1.05 -4.65
H 5.75 -1.10 -4.63
C 3.89 -2.18 -4.98
H 4.40 -3.13 -5.13
C 2.49 -2.11 -5.04
H 1.88 -2.97 -5.31
C -1.21 0.26 -4.54
C -0.90 1.22 -5.54
H 0.00 1.07 -6.15
C -1.69 2.37 -5.63
H -1.41 3.14 -6.35
C -2.78 2.55 -4.77
H -3.32 3.48 -4.80
C -3.15 1.55 -3.86
H -4.01 1.69 -3.22
C -2.36 0.40 -3.74
H -2.60 -0.37 -2.98
H 0.62 -0.16 -2.72
H -0.14 -2.17 -3.48
C -3.12 0.06 6.28
C -3.96 0.16 5.01
C -5.25 -0.65 5.17
C -4.30 1.63 4.73
C -3.19 -0.38 3.81
C -3.80 -0.35 2.54
C -3.18 -0.99 1.48
N -2.04 -1.70 1.66
C -1.35 -1.59 2.83
C -1.92 -0.94 3.94
C 0.02 -2.04 2.76
C 0.90 -2.08 3.86
C 2.25 -2.37 3.64
C 2.73 -2.32 2.32
C 1.82 -2.27 1.27
N 0.49 -2.31 1.51
C 3.19 -2.79 4.77
C 3.88 -4.12 4.40
C 4.26 -1.71 4.98
C 2.41 -3.00 6.06
H -3.67 0.44 7.14
H -2.20 0.64 6.18
H -2.86 -0.99 6.49
H -5.82 -0.29 6.03
H -5.88 -0.58 4.29
H -5.01 -1.71 5.34
H -3.38 2.21 4.58
H -4.92 1.74 3.84
H -4.84 2.07 5.58
H -4.77 0.13 2.40
H -3.60 -0.95 0.47
H -1.33 -0.90 4.86
H 0.48 -1.98 4.86
H 3.80 -2.39 2.08
H 2.11 -2.22 0.22
H 4.51 -4.00 3.50
H 4.52 -4.45 5.23
H 3.14 -4.90 4.20
H 3.78 -0.76 5.26
H 4.94 -2.01 5.80
H 4.85 -1.56 4.08
H 1.96 -2.07 6.41
H 1.61 -3.74 5.92
H 3.06 -3.37 6.86
```

---

Record 4
C36H44KN15OS | ωB97M-V with the def2-TZVPD basis set

As for the multiplicity: 1. For the total energy, the calculation gives -89606.8694 eV. The HOMO-LUMO gap comes out at 0.268 Ha. The calculation puts the HOMO energy at -7.064 eV.

```
98
C36H44KN15OS | the Open Molecules 2025 dataset | ωB97M-V with the def2-TZVPD basis set
K 1.41 1.10 0.87
C 3.84 3.55 0.74
C 2.89 4.19 -0.29
N 1.72 3.39 -0.59
C 0.43 4.04 -0.52
C 0.09 4.50 0.91
N 0.29 3.46 1.90
C 1.05 3.78 3.08
C 2.52 4.10 2.76
N 3.17 3.08 1.94
H 4.33 2.69 0.28
H 4.64 4.29 0.94
H 2.56 5.16 0.09
H 3.49 4.42 -1.18
H 1.82 2.82 -1.42
H 0.35 4.92 -1.18
H -0.32 3.32 -0.84
H 0.70 5.36 1.18
H -0.95 4.87 0.90
H -0.55 2.91 2.06
H 0.65 4.64 3.65
H 1.03 2.91 3.74
H 2.57 5.06 2.24
H 3.05 4.25 3.70
H 3.79 2.50 2.49
C -4.00 1.86 -2.84
C -3.98 0.48 -2.20
N -3.36 0.46 -0.89
C -2.02 0.52 -0.67
S -1.56 0.57 1.00
N -1.29 0.52 -1.77
N 0.06 0.46 -1.60
C 0.72 0.43 -2.71
C 0.05 0.52 -4.06
C 2.19 0.24 -2.67
C 2.86 -0.21 -3.81
C 4.22 -0.45 -3.75
C 4.90 -0.22 -2.57
C 4.16 0.24 -1.49
N 2.85 0.47 -1.52
H -4.48 1.83 -3.82
H -2.98 2.23 -2.96
H -4.55 2.57 -2.22
H -3.45 -0.22 -2.84
H -5.00 0.10 -2.07
H -3.93 0.55 -0.06
H -0.88 1.07 -3.97
H -0.20 -0.47 -4.44
H 0.69 1.01 -4.79
H 2.32 -0.40 -4.72
H 4.75 -0.81 -4.63
H 5.96 -0.39 -2.47
H 4.65 0.42 -0.53
C -2.53 -0.86 4.80
N -1.15 -0.67 4.38
C -0.51 0.47 4.07
N 0.73 0.21 3.70
C 0.80 -1.14 3.82
N -0.31 -1.71 4.22
C -3.51 -1.00 3.66
C -4.72 -0.33 3.71
C -5.65 -0.46 2.68
C -5.36 -1.26 1.59
C -4.13 -1.92 1.53
C -3.21 -1.80 2.56
C -3.80 -2.72 0.36
N -4.59 -3.25 -0.51
N -3.78 -3.97 -1.39
C -2.57 -3.80 -0.99
O -2.50 -3.02 0.12
C -1.33 -4.36 -1.51
C -1.29 -5.66 -1.99
C -0.09 -6.20 -2.41
C 1.08 -5.44 -2.34
C 1.04 -4.13 -1.88
C 2.30 -3.29 -1.90
N 2.72 -2.78 -0.60
C 2.11 -1.89 0.18
N 2.89 -1.53 1.18
C 4.01 -2.26 0.95
N 3.96 -3.03 -0.12
C -0.17 -3.59 -1.48
H -2.81 -0.02 5.43
H -2.52 -1.75 5.43
H -1.00 1.43 4.11
H 1.69 -1.70 3.57
H -4.95 0.30 4.56
H -6.59 0.06 2.73
H -6.06 -1.37 0.77
H -2.26 -2.30 2.50
H -2.20 -6.24 -2.02
H -0.05 -7.22 -2.77
H 2.02 -5.87 -2.65
H 2.16 -2.43 -2.56
H 3.14 -3.86 -2.27
H 1.12 -1.52 -0.03
H 4.88 -2.24 1.58
H -0.25 -2.55 -1.16
```

---

Record 5
C36H44N3PSc | ωB97M-V with the def2-TZVPD basis set

As for the multiplicity: 1. Its charge is -1. For the total energy, the calculation gives -72503.9426 eV. The HOMO-LUMO gap (alpha / beta) comes out at 0.121 / 0.099 Ha. The calculation puts the HOMO energy (alpha / beta) at -0.731 / -0.107 eV.

```
85
C36H44N3PSc | the Open Molecules 2025 dataset | ωB97M-V with the def2-TZVPD basis set
Sc -0.46 -0.37 -0.27
N -3.09 -2.45 1.73
N -1.87 1.25 0.84
C 0.16 -0.35 -2.57
C -1.27 -0.58 -2.53
C -1.49 -1.87 -1.94
C -2.80 -2.52 -1.67
H -3.62 -1.93 -2.10
H -2.99 -2.63 -0.59
H -2.82 -3.53 -2.11
C -0.22 -2.45 -1.64
C 0.00 -3.83 -1.13
H 0.08 -4.55 -1.96
H -0.84 -4.15 -0.50
H 0.91 -3.90 -0.53
C 0.80 -1.52 -2.03
C 2.27 -1.78 -2.03
H 2.56 -2.40 -1.18
H 2.84 -0.85 -2.01
H 2.57 -2.33 -2.94
C -2.31 0.33 -3.08
H -2.52 0.10 -4.14
H -1.99 1.38 -3.04
H -3.25 0.24 -2.53
C 0.83 0.86 -3.13
H 1.78 1.06 -2.61
H 0.20 1.75 -3.02
H 1.06 0.73 -4.20
C -3.10 -3.29 2.76
H -3.55 -4.25 2.54
C -2.59 -2.94 4.01
H -2.62 -3.70 4.78
C -2.08 -1.66 4.24
H -1.68 -1.39 5.22
C -2.11 -0.74 3.19
H -1.77 0.30 3.31
C -2.59 -1.21 1.93
C -2.41 -0.57 0.63
H -3.34 -0.44 0.03
C -0.80 1.68 0.18
C -2.67 2.32 1.18
H -3.59 2.14 1.69
C -2.09 3.45 0.72
H -2.38 4.49 0.80
N -0.91 3.04 0.08
C -0.05 3.77 -0.75
C -0.60 4.52 -1.79
C 0.30 5.17 -2.65
H -0.11 5.78 -3.45
C 1.68 5.03 -2.50
C 2.63 5.77 -3.40
H 3.52 5.16 -3.61
H 2.97 6.70 -2.94
H 2.14 6.02 -4.35
C 2.19 4.22 -1.48
H 3.26 4.09 -1.36
C 1.33 3.57 -0.59
C 1.90 2.70 0.48
H 1.33 2.71 1.41
H 2.93 3.02 0.69
H 1.97 1.66 0.13
C -2.06 4.58 -2.04
H -2.62 5.08 -1.24
H -2.52 3.59 -2.21
H -2.22 5.16 -2.96
C 1.34 -0.06 3.20
P 1.55 -0.93 1.61
C 3.30 -0.60 1.22
C 1.59 -2.68 2.20
C 0.39 -3.41 2.13
C 0.33 -4.73 2.58
C 1.47 -5.33 3.12
C 2.67 -4.61 3.21
C 2.73 -3.29 2.76
H 1.36 1.03 3.03
H 2.15 -0.34 3.89
H 0.37 -0.33 3.65
H 3.96 -0.93 2.04
H 3.59 -1.11 0.30
H 3.45 0.48 1.08
H -0.52 -2.93 1.75
H -0.61 -5.28 2.51
H 1.43 -6.37 3.47
H 3.56 -5.07 3.64
H 3.66 -2.73 2.84
```